DFT (ωB97M-V/def2-TZVPD) results for a molecular structure, C46H49N4O8SSiTi at a distorted geometry.

CARTESIAN COORDINATES (ANGSTROEM)
Ti: -1.257 -0.065 0.923
O: -0.390 3.253 4.188
C: -0.733 1.943 3.881
O: 0.083 1.088 3.826
C: -2.137 1.727 3.660
C: -3.079 2.377 4.470
C: -4.410 2.285 4.164
C: -4.789 1.577 2.991
C: -3.770 0.863 2.341
N: -2.482 0.926 2.695
C: -4.105 -0.129 1.284
O: -5.282 -0.232 0.915
O: -3.104 -0.810 0.800
H: 0.555 3.134 4.359
H: -2.689 2.859 5.353
H: -5.110 2.813 4.817
H: -5.754 1.414 2.609
C: -1.689 1.959 0.317
Si: -1.689 1.941 -1.549
C: -1.994 0.110 -2.072
N: -1.201 -0.927 -1.282
C: 0.199 -0.917 -1.821
C: 0.516 -1.795 -3.054
C: -0.716 -2.005 -3.879
C: -1.944 -2.476 -3.018
C: -1.698 -2.235 -1.521
C: -0.120 2.782 -2.272
C: 0.273 2.990 -3.621
C: 1.328 3.729 -4.010
C: 2.169 4.300 -3.078
C: 1.841 4.246 -1.690
C: 0.703 3.545 -1.392
C: -3.176 2.952 -2.339
C: -4.480 2.387 -2.493
C: -5.553 3.207 -2.788
C: -5.364 4.610 -2.883
C: -4.068 5.078 -2.966
C: -2.958 4.253 -2.689
H: -2.597 2.489 0.661
H: -0.952 2.689 0.597
H: -1.899 0.077 -3.114
H: -3.032 -0.066 -1.806
H: 0.777 -1.239 -0.930
H: 0.403 0.120 -1.989
H: 0.879 -2.741 -2.812
H: 1.262 -1.205 -3.616
H: -0.534 -2.774 -4.651
H: -1.025 -1.097 -4.375
H: -2.086 -3.569 -3.114
H: -2.935 -2.127 -3.420
H: -0.929 -2.863 -1.193
H: -2.588 -2.404 -0.975
H: -0.453 2.620 -4.321
H: 1.706 3.822 -5.000
H: 3.067 4.870 -3.427
H: 2.374 4.768 -0.913
H: 0.408 3.520 -0.339
H: -4.674 1.434 -2.042
H: -6.573 2.757 -2.736
H: -6.253 5.186 -2.926
H: -3.921 6.142 -3.088
H: -2.003 4.748 -2.679
C: -0.808 -5.864 0.253
C: 0.741 -6.012 0.562
C: 1.212 -4.838 1.408
C: 2.714 -5.109 1.891
C: 3.761 -5.277 0.779
C: 0.358 -4.791 2.719
O: 0.300 -5.788 3.438
N: -0.282 -3.634 2.982
C: -0.310 -2.563 2.145
O: -0.941 -1.567 2.537
N: 0.364 -2.526 1.016
C: 1.115 -3.542 0.505
O: 1.710 -3.470 -0.548
H: -1.063 -6.517 -0.631
H: -1.134 -4.896 -0.024
H: -1.399 -6.174 1.110
H: 1.230 -5.951 -0.333
H: 1.005 -6.949 1.044
H: 2.686 -5.948 2.604
H: 2.903 -4.218 2.505
H: 3.669 -6.154 0.075
H: 4.707 -5.374 1.217
H: 3.738 -4.411 0.100
H: -0.773 -3.632 3.871
O: 0.809 0.793 0.932
S: 2.073 0.058 1.530
C: 2.854 1.524 2.294
C: 2.885 2.698 1.568
C: 3.196 3.881 2.231
C: 3.586 3.908 3.546
C: 3.649 2.726 4.250
C: 3.203 1.548 3.601
C: 3.111 -0.276 0.118
C: 4.108 -1.285 0.210
C: 4.974 -1.504 -0.841
C: 4.815 -0.665 -1.923
C: 3.819 0.312 -2.055
C: 2.983 0.536 -1.004
H: 2.746 2.715 0.487
H: 3.040 4.857 1.765
H: 3.812 4.819 4.133
H: 3.971 2.717 5.280
H: 3.253 0.682 4.199
H: 4.119 -1.826 1.142
H: 5.734 -2.257 -0.813
H: 5.486 -0.774 -2.771
H: 3.764 0.892 -2.994
H: 2.158 1.207 -1.079

Expectation value of S² = 0.754
Orbital gap (alpha / beta) = 7.49 / 8.40 eV
2S+1 = 2
Lowest unoccupied orbital energy (alpha / beta) = -0.19 / -0.18 eV
E_HOMO (alpha / beta) = -7.69 / -8.58 eV

DFT (ωB97M-V/def2-TZVPD) results for a molecular structure, C46H50Cl5EuN5OSbSi3 at a distorted geometry.

CARTESIAN COORDINATES (ANGSTROEM)
Eu: 0.220 -0.560 -0.243
C: 3.192 -1.111 3.751
C: 2.617 -1.224 2.481
N: 1.590 -0.505 2.068
C: 1.034 0.375 2.931
C: 1.469 0.469 4.287
C: 2.613 -0.268 4.658
C: 0.747 1.248 5.203
C: -0.419 1.851 4.794
C: -0.808 1.846 3.461
C: -0.038 1.226 2.470
N: -0.250 1.314 1.130
C: -0.888 2.384 0.573
C: -0.966 3.656 1.146
C: -1.701 4.681 0.566
C: -2.427 4.477 -0.582
C: -2.326 3.246 -1.252
C: -3.056 2.946 -2.422
C: -2.888 1.738 -3.043
C: -1.900 0.877 -2.553
N: -1.208 1.113 -1.458
C: -1.473 2.228 -0.738
H: 4.055 -1.702 4.005
H: 3.051 -1.909 1.765
H: 3.001 -0.154 5.660
H: 1.100 1.332 6.220
H: -1.027 2.380 5.512
H: -1.728 2.337 3.179
H: -0.429 3.852 2.062
H: -1.736 5.641 1.063
H: -3.071 5.248 -0.979
H: -3.748 3.679 -2.806
H: -3.483 1.452 -3.898
H: -1.663 -0.040 -3.086
Cl: -5.413 -0.935 4.850
C: -4.433 -0.831 3.442
C: -3.175 -1.428 3.418
Cl: -2.579 -2.251 4.800
C: -2.419 -1.365 2.266
Cl: -0.856 -2.081 2.132
C: -2.846 -0.707 1.084
O: -2.129 -0.715 0.034
C: -4.119 -0.089 1.167
Cl: -4.660 0.762 -0.224
C: -4.895 -0.158 2.309
Cl: -6.446 0.575 2.331
C: 3.995 -1.664 -4.415
Sb: 1.943 -1.058 -3.889
C: 1.969 -0.036 -1.998
C: 3.073 -0.132 -1.047
C: 4.282 -0.837 -1.176
C: 5.280 -0.663 -0.242
C: 5.094 0.227 0.809
C: 3.864 0.852 0.899
N: 2.883 0.662 0.038
Si: 2.007 1.804 -2.551
C: 3.664 2.071 -3.501
C: 0.692 2.317 -3.848
C: 1.977 3.112 -1.167
C: 1.141 -3.110 -3.238
C: -0.267 -2.785 -2.984
C: -1.187 -2.528 -4.017
C: -2.535 -2.459 -3.745
C: -2.973 -2.690 -2.446
C: -2.013 -2.849 -1.467
N: -0.695 -2.804 -1.702
Si: 1.305 -4.129 -4.878
C: -0.071 -5.459 -4.953
C: 2.983 -5.033 -4.989
C: 1.244 -3.135 -6.519
Si: 1.851 -4.064 -1.708
C: 1.374 -3.557 0.080
C: 1.228 -5.872 -1.820
C: 3.762 -4.172 -1.537
H: 4.662 -0.838 -4.196
H: 4.009 -1.832 -5.488
H: 4.337 -2.564 -3.919
H: 4.425 -1.493 -2.014
H: 6.214 -1.197 -0.338
H: 5.866 0.412 1.537
H: 3.645 1.526 1.719
H: 3.634 1.586 -4.474
H: 4.504 1.658 -2.950
H: 3.865 3.125 -3.665
H: 0.192 1.481 -4.328
H: 1.178 2.902 -4.622
H: -0.064 2.948 -3.396
H: 2.979 3.313 -0.807
H: 1.388 2.778 -0.322
H: 1.558 4.041 -1.537
H: -0.840 -2.436 -5.031
H: -3.243 -2.275 -4.542
H: -4.021 -2.720 -2.203
H: -2.310 -3.074 -0.449
H: 0.288 -6.404 -4.560
H: -0.385 -5.634 -5.976
H: -0.948 -5.178 -4.380
H: 3.362 -5.352 -4.026
H: 3.735 -4.410 -5.458
H: 2.868 -5.918 -5.605
H: 0.487 -2.360 -6.559
H: 1.059 -3.809 -7.350
H: 2.196 -2.650 -6.707
H: 0.355 -3.860 0.309
H: 1.474 -2.469 0.224
H: 2.027 -4.051 0.800
H: 0.156 -5.918 -1.970
H: 1.454 -6.413 -0.906
H: 1.701 -6.407 -2.635
H: 4.132 -3.428 -0.844
H: 4.307 -4.057 -2.463
H: 4.026 -5.143 -1.133

Expectation value of S² = 12.066
Orbital gap (alpha / beta) = 4.07 / 5.73 eV
2S+1 = 7
Lowest unoccupied orbital energy (alpha / beta) = -0.43 / -1.91 eV
E_HOMO (alpha / beta) = -4.50 / -7.64 eV

DFT (ωB97M-V/def2-TZVPD) results for a molecular structure, C46H51AuNOPSSi.

CARTESIAN COORDINATES (ANGSTROEM)
Au: 0.206 0.095 -0.308
C: 4.673 -1.490 0.418
C: 3.175 -1.529 0.128
C: 2.456 -2.483 1.080
P: 2.381 0.133 0.175
C: 3.412 1.204 -0.900
C: 3.387 0.662 -2.329
C: 2.889 2.639 -0.858
C: 2.634 0.731 1.875
C: 3.798 1.405 2.248
C: 4.004 1.880 3.534
C: 5.280 2.580 3.915
C: 2.993 1.668 4.470
C: 1.826 1.019 4.131
C: 1.616 0.545 2.828
N: 0.503 -0.228 2.546
C: -0.756 0.139 2.768
C: -1.712 -0.939 2.780
C: -1.263 -2.323 2.436
C: -3.025 -0.679 3.078
C: -3.489 0.622 3.289
C: -4.944 0.872 3.539
C: -2.584 1.679 3.162
C: -1.247 1.488 2.894
C: -0.390 2.685 2.597
H: 5.079 -2.502 0.380
H: 4.865 -1.095 1.418
H: 5.225 -0.887 -0.303
H: 3.010 -1.876 -0.897
H: 2.569 -2.158 2.116
H: 2.884 -3.483 0.987
H: 1.390 -2.538 0.867
H: 4.440 1.176 -0.530
H: 2.362 0.630 -2.705
H: 3.810 -0.341 -2.401
H: 3.967 1.317 -2.982
H: 1.869 2.675 -1.246
H: 3.513 3.281 -1.483
H: 2.888 3.043 0.156
H: 4.575 1.572 1.511
H: 5.856 2.856 3.033
H: 5.909 1.940 4.537
H: 5.077 3.488 4.484
H: 3.126 2.023 5.486
H: 1.051 0.852 4.869
H: -0.915 -2.341 1.400
H: -2.088 -3.027 2.528
H: -0.431 -2.645 3.063
H: -3.729 -1.502 3.115
H: -5.358 0.122 4.214
H: -5.502 0.819 2.600
H: -5.112 1.859 3.968
H: -2.959 2.696 3.229
H: -1.027 3.536 2.354
H: 0.256 2.493 1.736
H: 0.256 2.967 3.428
O: -1.793 0.062 -0.409
Si: -3.135 -0.403 -1.138
C: -3.591 -2.173 -0.677
C: -3.022 -3.257 -1.349
C: -3.255 -4.563 -0.942
C: -4.075 -4.813 0.150
C: -4.661 -3.752 0.826
C: -4.419 -2.449 0.413
C: -2.981 -0.334 -3.012
C: -4.060 -0.637 -3.845
C: -3.943 -0.590 -5.226
C: -2.732 -0.236 -5.807
C: -1.646 0.068 -5.000
C: -1.775 0.019 -3.618
C: -4.539 0.706 -0.552
C: -5.890 0.398 -0.730
C: -6.890 1.253 -0.287
C: -6.555 2.440 0.351
C: -5.219 2.761 0.544
C: -4.226 1.900 0.098
H: -2.385 -3.075 -2.209
H: -2.802 -5.387 -1.478
H: -4.262 -5.831 0.468
H: -5.310 -3.942 1.673
H: -4.886 -1.629 0.946
H: -5.014 -0.918 -3.411
H: -4.795 -0.827 -5.851
H: -2.637 -0.197 -6.885
H: -0.700 0.346 -5.446
H: -0.920 0.264 -2.996
H: -6.171 -0.534 -1.208
H: -7.931 0.992 -0.435
H: -7.333 3.108 0.700
H: -4.952 3.680 1.054
H: -3.182 2.140 0.263
S: -0.970 3.108 -1.770
C: -1.057 4.377 -0.618
C: -2.309 4.833 -0.165
C: -2.390 5.833 0.785
C: -1.230 6.407 1.295
C: 0.016 5.981 0.846
C: 0.105 4.977 -0.098
H: -3.201 4.378 -0.572
H: -3.359 6.174 1.127
H: -1.296 7.190 2.039
H: 0.917 6.433 1.240
H: 1.070 4.635 -0.447

Expectation value of S² = 2.065
Orbital gap (alpha / beta) = 7.85 / 6.26 eV
2S+1 = 3
Lowest unoccupied orbital energy (alpha / beta) = 0.56 / -1.87 eV
E_HOMO (alpha / beta) = -7.30 / -8.13 eV

DFT (ωB97M-V/def2-TZVPD) results for 9 unconnected molecules or ions with the total composition C46H51ClN4O10 at a distorted geometry.

CARTESIAN COORDINATES (ANGSTROEM)
C: -0.910 -0.556 1.704
C: 0.390 0.191 1.756
N: 0.828 0.630 0.497
C: 1.386 -0.124 -0.486
C: 1.758 0.764 -1.525
N: 1.550 2.000 -1.080
C: 0.929 1.944 0.124
C: 1.873 3.253 -1.844
H: -1.308 -0.841 2.777
H: -0.972 -1.453 1.151
H: -1.926 -0.149 1.242
H: 1.206 -0.237 2.016
H: 0.300 1.060 2.349
H: 1.384 -1.317 -0.669
H: 2.047 0.528 -2.541
H: 0.735 2.780 0.782
H: 1.540 4.208 -1.475
H: 1.303 3.199 -2.855
H: 2.788 3.444 -1.860
Cl: 1.303 5.400 2.001
N: 4.436 -0.793 -7.023
C: 3.353 -1.533 -6.764
C: 2.352 -1.189 -5.904
C: 2.512 -0.005 -5.204
C: 3.667 0.785 -5.280
C: 4.540 0.399 -6.348
H: 3.288 -2.241 -7.287
H: 1.490 -1.735 -5.798
H: 1.676 0.004 -4.594
H: 3.791 1.717 -4.730
H: 5.524 0.951 -6.469
N: 0.005 3.431 -5.013
C: 0.776 3.332 -6.152
C: 1.642 4.182 -6.640
C: 1.860 5.395 -5.785
C: 0.972 5.660 -4.823
C: 0.067 4.612 -4.400
H: 0.692 2.381 -6.727
H: 2.321 3.869 -7.556
H: 2.373 6.206 -6.072
H: 0.946 6.534 -4.148
H: -0.420 4.904 -3.566
C: -0.805 -6.356 -1.812
C: 0.284 -5.585 -2.361
C: 0.314 -4.091 -2.148
C: -0.761 -3.636 -1.403
C: -1.612 -4.494 -0.695
C: -1.833 -5.852 -0.960
O: -2.852 -6.518 -0.470
O: 1.173 -3.167 -2.599
H: -0.765 -7.329 -1.917
H: 1.002 -5.949 -3.098
H: -0.897 -2.582 -1.123
H: -2.202 -4.028 0.015
H: -2.739 -7.437 -0.612
H: 2.116 -3.457 -2.585
C: -3.617 3.651 0.328
C: -2.408 4.055 1.166
C: -2.062 3.372 2.390
C: -2.759 2.169 2.670
C: -3.814 1.742 1.835
C: -4.380 2.474 0.722
O: -5.498 2.069 0.066
O: -1.027 3.650 3.215
H: -3.917 4.181 -0.424
H: -1.564 4.783 0.876
H: -2.346 1.578 3.594
H: -4.510 0.815 2.037
H: -5.882 1.213 0.048
H: -0.329 3.931 2.777
C: 5.574 1.554 2.912
C: 5.725 0.585 4.135
C: 4.671 0.556 5.048
C: 3.439 1.181 4.786
C: 3.275 1.942 3.641
C: 4.320 2.292 2.753
O: 4.261 3.127 1.771
O: 4.930 -0.146 6.203
H: 6.379 1.751 2.405
H: 6.697 0.242 4.348
H: 2.594 1.051 5.684
H: 2.332 2.712 3.687
H: 3.498 3.688 1.573
H: 5.619 0.316 6.606
C: -4.406 -2.106 0.702
C: -5.105 -1.394 -0.236
C: -6.435 -1.000 0.079
C: -7.042 -1.358 1.286
C: -6.304 -2.053 2.227
C: -5.012 -2.532 1.896
O: -4.236 -3.114 2.872
O: -7.098 -0.024 -0.746
H: -3.414 -2.285 0.513
H: -4.626 -1.093 -1.301
H: -7.840 -1.097 1.551
H: -6.775 -2.380 3.145
H: -4.449 -2.809 3.716
H: -8.021 -0.060 -0.186
C: 0.857 -3.173 2.371
C: -0.532 -3.419 3.069
C: -0.901 -3.065 4.386
C: 0.193 -2.492 5.108
C: 1.483 -2.361 4.507
C: 1.855 -2.689 3.202
O: 3.102 -2.478 2.572
O: -2.029 -3.254 4.939
H: 0.980 -3.413 1.310
H: -1.318 -3.913 2.486
H: -0.143 -1.811 5.891
H: 2.240 -1.559 5.168
H: 3.766 -1.996 3.073
H: -2.480 -2.763 5.521

Orbital gap = 7.70 eV
ΔE to the lowest compared entry with this formula, charge and spin = 3.058 eV
Lowest unoccupied orbital energy = 0.08 eV
E_HOMO = -7.62 eV